The following is a quantum chemistry calculation of a 2-piece molecular cluster, C28H55N5O9S overall, from the Open Molecules 2025 dataset.

Geometry as XYZ:
```
98
Properties=species:S:1:pos:R:3
C 3.4438 -3.9754 3.3248
C 2.3027 -4.1459 2.2640
O 1.3401 -4.8283 2.5253
O 2.4666 -3.4439 1.0803
C 2.0943 -4.2299 -0.0713
C 1.8917 -3.2232 -1.2891
C 0.3833 -2.7331 -1.3613
C 0.3876 -1.2181 -1.8236
C -0.9182 -0.4216 -1.3406
C -0.4242 0.9607 -0.7935
C -1.4938 1.7323 0.0747
O -2.8151 1.5408 -0.4793
C -2.9395 2.1656 -1.7481
C -4.4639 1.9371 -2.2119
N -5.3123 1.9327 -0.9993
C -6.6059 2.6152 -1.1965
C -7.0522 3.2809 0.1860
C -8.1504 4.4218 -0.0525
O -5.9715 3.8280 0.9248
C -1.5396 0.9572 1.4909
O -0.9396 -0.1291 1.6846
O -2.1912 1.5252 2.4618
N -1.1433 3.1541 0.2165
O -2.1726 3.9028 0.7535
C 0.1151 3.3651 0.9358
C 0.5201 4.9129 0.9755
C 1.7517 5.0154 1.9558
C 3.0617 4.2957 1.4522
C 3.5778 4.7548 0.0296
C 4.6107 5.9615 0.1713
C 6.0639 5.6128 -0.3347
S 6.1045 5.0712 -2.1026
C 7.5664 4.0368 -2.3515
N 7.9048 3.5006 -3.5546
N 9.0176 2.7463 -3.4304
C 9.3840 2.8341 -2.1331
O 8.5176 3.6451 -1.4312
H 2.9403 -4.0462 4.3282
H 4.1978 -4.8045 3.2725
H 3.9357 -2.9699 3.2782
H 1.0980 -4.7438 0.0526
H 2.8956 -4.9607 -0.3690
H 2.1661 -3.7450 -2.2425
H 2.6274 -2.3955 -1.1234
H -0.1399 -3.3078 -2.1820
H -0.1487 -2.7820 -0.3772
H 1.2836 -0.7376 -1.3291
H 0.5706 -1.1095 -2.9293
H -1.5298 -0.2763 -2.2760
H -1.4830 -1.0166 -0.5793
H 0.4768 0.8184 -0.1312
H -0.1117 1.6206 -1.6608
H -2.7863 3.2781 -1.7389
H -2.3096 1.7114 -2.5596
H -4.4857 0.8784 -2.6249
H -4.7859 2.6680 -2.9937
H -5.4397 0.9940 -0.6313
H -7.4080 1.8536 -1.4617
H -6.5784 3.3646 -2.0286
H -7.5457 2.5071 0.8395
H -7.5739 5.3719 -0.2029
H -8.8712 4.5001 0.7980
H -8.7193 4.1493 -0.9861
H -5.4529 4.4541 0.3938
H -2.2137 4.7618 0.3000
H 0.9977 2.8375 0.4981
H 0.0732 3.0540 2.0277
H 0.7612 5.2276 -0.0722
H -0.3347 5.5036 1.4129
H 2.0349 6.0813 2.2030
H 1.4913 4.5447 2.9490
H 2.9825 3.1698 1.4651
H 3.8932 4.5368 2.1829
H 4.0561 3.8582 -0.4642
H 2.7653 5.0824 -0.6716
H 4.2499 6.8781 -0.3834
H 4.6606 6.2812 1.2520
H 6.6692 6.5638 -0.2923
H 6.4987 4.8693 0.3809
H 10.2638 2.3118 -1.7096
C -0.8664 -8.9087 1.6353
C -0.9261 -8.5229 0.1644
C -0.6187 -7.0490 -0.1017
O -1.7243 -6.2506 0.2774
C -1.6474 -5.7254 1.6110
N -2.3224 -8.7674 -0.3292
H -1.7103 -8.5132 2.2033
H -0.8865 -9.9963 1.7454
H 0.0547 -8.5472 2.0925
H -0.2581 -9.1649 -0.4132
H -0.4981 -6.9095 -1.1815
H 0.3147 -6.7272 0.3656
H -0.6184 -5.6188 1.9579
H -2.2045 -6.3755 2.2903
H -2.1256 -4.7461 1.6195
H -2.7170 -9.6561 -0.0193
H -2.3747 -8.7211 -1.3504
H -2.9147 -7.9942 0.0165
```

Calculated values
DFT total energy in eV: -66631.1642
Frontier orbital gap in eV: 3.47
HOMO energy in eV: -5.32


The following is a quantum chemistry calculation of a 7-piece molecular cluster, C28H56BF7NO16 overall, from the Open Molecules 2025 dataset.

Geometry as XYZ:
```
109
Properties=species:S:1:pos:R:3
C 4.7666 -1.8852 -0.2314
C 4.2334 -0.5025 -0.5880
C 5.2266 0.4541 -1.1961
C 2.9608 -0.2186 -0.3247
C 2.2379 1.0708 -0.6853
C 2.1482 1.3483 -2.2096
C 0.7195 1.6705 -2.6800
C 0.6875 2.3210 -4.0755
C -0.0670 2.5345 -1.6529
C -1.1721 1.6765 -0.9835
B -1.8484 2.3512 0.3369
F -1.0407 1.9491 1.4967
N -1.8877 3.9052 0.2872
C -1.0989 4.4575 1.0092
O -0.3065 4.9980 1.6971
C -3.3719 1.7281 0.5070
O -4.3684 2.4023 0.4023
C -3.5358 0.1981 0.8285
F -2.3521 -0.4334 0.8380
F -4.0200 0.1215 2.1078
C -4.5271 -0.6020 -0.0449
F -4.7674 -1.7913 0.5632
F -5.7154 0.0233 -0.1303
C -4.0498 -0.8205 -1.4975
F -2.7994 -1.3068 -1.5536
F -4.1020 0.3707 -2.1046
C -4.9043 -1.7827 -2.3721
O -4.8492 -1.6432 -3.5624
O -5.6187 -2.7309 -1.7640
H 5.8330 -1.9855 -0.4111
H 4.2152 -2.6159 -0.8209
H 4.5203 -2.0639 0.8177
H 5.6859 -0.0328 -2.0613
H 6.0277 0.6012 -0.4646
H 4.7927 1.4114 -1.4694
H 2.3911 -0.9597 0.2323
H 2.7512 1.9144 -0.2134
H 1.2564 1.0114 -0.2180
H 2.4907 0.4492 -2.7285
H 2.8007 2.1826 -2.4817
H 0.1907 0.7174 -2.7881
H -0.3297 2.6793 -4.2556
H 1.3658 3.1745 -4.1300
H 0.8937 1.6001 -4.8717
H -0.5684 3.3562 -2.1666
H 0.5964 2.9644 -0.9010
H -0.7326 0.7019 -0.7588
H -1.9463 1.5322 -1.7514
H -5.7131 -3.4995 -2.3411
C -0.5778 -2.1837 -4.2235
C -1.3452 -1.1538 -5.0242
O -2.5859 -1.7047 -5.4720
O -0.3516 -3.3499 -5.0086
H 0.3905 -1.7929 -3.9095
H -1.1504 -2.4661 -3.3308
H -0.7870 -0.8848 -5.9208
H -1.5263 -0.2508 -4.4320
H -3.1510 -1.8076 -4.6955
H -1.1531 -3.4677 -5.5333
C 0.0180 0.7053 5.1062
C 0.3478 0.1597 3.7357
O -0.6257 -0.8085 3.3438
O -0.0416 -0.3553 6.0591
H 0.7771 1.4148 5.4364
H -0.9549 1.2110 5.0834
H 1.3049 -0.3629 3.7628
H 0.3955 0.9577 2.9916
H -1.4431 -0.3344 3.1514
H -0.4467 -1.0956 5.5902
C -0.1384 7.9798 4.7097
C 1.1852 7.9206 3.9770
O 1.7274 6.6052 4.0512
O 0.0304 7.5903 6.0670
H -0.5447 8.9922 4.6978
H -0.8589 7.3027 4.2353
H 1.9097 8.5787 4.4574
H 1.0681 8.2199 2.9306
H 1.1742 6.0348 3.5024
H 0.6740 6.8709 6.0534
C 5.5332 -4.3176 -3.5714
C 6.5816 -5.3382 -3.9607
O 6.9637 -6.1131 -2.8205
O 6.0150 -3.4663 -2.5442
H 5.2630 -3.6948 -4.4244
H 4.6310 -4.8290 -3.2084
H 7.4854 -4.8369 -4.3041
H 6.2146 -5.9966 -4.7543
H 6.2206 -6.6781 -2.5870
H 6.5433 -4.0217 -1.9578
C 5.0008 -1.3755 3.9799
C 4.6179 -0.2190 4.8807
O 3.2192 0.0467 4.7756
O 4.6542 -1.0941 2.6323
H 6.0751 -1.5613 4.0196
H 4.4724 -2.2855 4.2967
H 5.1245 0.6896 4.5580
H 4.8835 -0.4253 5.9229
H 2.7421 -0.6778 5.1943
H 3.8174 -0.6094 2.6650
C -9.5935 -2.6901 0.2512
C -9.1093 -4.0290 0.7654
O -8.4537 -4.7498 -0.2825
O -10.4766 -2.8712 -0.8483
H -10.1311 -2.1477 1.0288
H -8.7403 -2.0830 -0.0772
H -9.9550 -4.6425 1.0737
H -8.4305 -3.9028 1.6137
H -7.6218 -4.3008 -0.4633
H -10.1202 -3.6088 -1.3574
```

Calculated values
DFT total energy in eV: -83894.9582
Frontier orbital gap in eV: 7.54
Net charge: -1
HOMO energy in eV: -5.89